<P>
Here is C17H45N11O28 as an isolated structure from OMol25. Energies are from wB97M-V/def2-TZVPD.

Computed properties:
* E_HOMO: -8.9741 eV
* orbital gap: 6.97 eV

```
! wB97M-V def2-TZVPD RIJCOSX def2/J DEFGRID3
* xyz 0 1
C -15.480 -17.763 -10.301
N -14.861 -17.850 -8.948
O -14.935 -18.865 -8.243
O -14.331 -16.824 -8.586
H -16.457 -17.282 -10.263
H -15.608 -18.774 -10.688
H -14.892 -17.206 -11.031
C -13.003 -22.368 -5.367
N -12.989 -23.848 -5.222
O -11.968 -24.458 -5.510
O -14.020 -24.449 -4.801
H -12.702 -22.055 -6.368
H -12.344 -21.952 -4.605
H -14.050 -22.066 -5.342
C -10.309 -18.171 -10.551
N -10.992 -18.030 -9.211
O -10.384 -18.474 -8.247
O -12.119 -17.525 -9.138
H -9.242 -18.366 -10.449
H -10.472 -17.298 -11.182
H -10.792 -19.092 -10.878
C -8.643 -21.555 -3.652
N -8.256 -23.077 -3.474
O -7.153 -23.361 -2.922
O -9.155 -23.831 -3.701
H -7.734 -20.956 -3.598
H -9.213 -21.223 -2.784
H -9.132 -21.377 -4.610
C -8.848 -17.801 -6.907
N -9.088 -18.249 -5.519
O -8.697 -19.386 -5.160
O -9.568 -17.427 -4.772
H -8.055 -18.409 -7.341
H -8.527 -16.772 -6.745
H -9.784 -17.817 -7.466
C -13.892 -21.081 -2.345
N -14.488 -22.398 -2.686
O -13.841 -23.162 -3.394
O -15.539 -22.695 -2.081
H -13.239 -20.807 -3.173
H -13.244 -21.189 -1.475
H -14.655 -20.318 -2.189
C -11.197 -23.960 -2.535
N -11.406 -22.553 -2.175
O -11.422 -22.238 -1.026
O -11.588 -21.725 -3.063
H -10.607 -23.764 -3.431
H -12.195 -24.393 -2.590
H -10.585 -24.448 -1.776
C -9.768 -19.150 -2.067
N -9.483 -18.734 -0.676
O -10.406 -18.600 0.096
O -8.326 -18.386 -0.429
H -10.587 -18.491 -2.358
H -9.854 -20.236 -2.080
H -8.922 -18.904 -2.709
C -14.608 -18.489 -5.064
N -14.939 -18.146 -3.683
O -15.937 -17.501 -3.470
O -14.200 -18.570 -2.771
H -13.655 -18.019 -5.307
H -15.271 -18.179 -5.871
H -14.427 -19.564 -5.091
C -11.767 -16.045 -4.091
N -12.381 -17.139 -3.229
O -13.347 -16.792 -2.535
O -11.813 -18.252 -3.205
H -11.068 -16.536 -4.769
H -11.247 -15.387 -3.394
H -12.543 -15.630 -4.733
C -15.128 -21.314 -7.516
N -14.856 -21.791 -8.904
O -15.401 -22.868 -9.267
O -14.157 -21.084 -9.604
H -15.804 -22.020 -7.036
H -15.549 -20.317 -7.643
H -14.157 -21.242 -7.025
C -13.162 -19.206 -7.701
O -12.131 -18.984 -6.742
C -12.136 -19.667 -5.583
O -13.002 -20.457 -5.161
O -11.100 -19.343 -4.919
C -10.762 -20.139 -3.784
H -13.248 -18.347 -8.365
H -14.134 -19.276 -7.213
H -13.033 -20.165 -8.204
H -9.757 -19.854 -3.473
H -10.831 -21.208 -3.981
H -11.520 -20.043 -3.006
C -10.345 -20.494 -7.685
O -10.797 -21.795 -7.257
C -9.835 -22.556 -6.630
O -8.733 -22.211 -6.228
O -10.267 -23.835 -6.692
C -9.652 -24.909 -6.011
H -9.559 -20.535 -8.439
H -10.056 -19.862 -6.845
H -11.245 -19.993 -8.042
H -8.568 -24.991 -5.942
H -10.022 -25.777 -6.558
H -10.117 -25.003 -5.030
*
```

<Q>
Here is a 13-piece molecular cluster, C17H45N11O28 overall from OMol25. Energies are from wB97M-V/def2-TZVPD.

Computed properties:
* E_HOMO: -10.7957 eV
* orbital gap: 10.21 eV

```
! wB97M-V def2-TZVPD RIJCOSX def2/J DEFGRID3
* xyz 0 1
C -15.947 -12.689 -16.138
N -15.520 -13.871 -15.332
O -15.103 -13.698 -14.197
O -15.556 -14.947 -15.915
H -17.035 -12.670 -16.209
H -15.519 -12.796 -17.134
H -15.690 -11.813 -15.542
C -19.405 -15.353 -20.072
N -19.024 -14.511 -18.864
O -19.851 -13.695 -18.441
O -17.819 -14.611 -18.563
H -20.242 -14.895 -20.597
H -19.653 -16.341 -19.684
H -18.522 -15.233 -20.700
C -13.123 -9.655 -17.912
N -12.991 -11.113 -18.076
O -12.950 -11.569 -19.264
O -12.991 -11.858 -17.146
H -14.145 -9.376 -17.657
H -12.789 -9.115 -18.799
H -12.490 -9.380 -17.069
C -23.240 -9.944 -23.884
N -24.665 -9.631 -23.626
O -25.082 -9.514 -22.497
O -25.361 -9.485 -24.623
H -22.871 -10.595 -23.092
H -22.675 -9.026 -23.722
H -22.982 -10.340 -24.867
C -15.096 -8.390 -22.170
N -15.917 -7.883 -23.313
O -17.090 -7.578 -23.081
O -15.355 -7.746 -24.400
H -15.299 -7.713 -21.341
H -14.019 -8.450 -22.327
H -15.495 -9.328 -21.783
C -22.041 -12.866 -26.935
N -21.670 -14.043 -26.117
O -20.592 -14.028 -25.609
O -22.550 -14.816 -25.929
H -21.072 -12.513 -27.288
H -22.543 -12.051 -26.413
H -22.542 -13.259 -27.820
C -17.238 -11.551 -25.652
N -16.525 -12.660 -24.935
O -17.064 -13.739 -24.747
O -15.356 -12.481 -24.780
H -16.738 -10.686 -25.215
H -18.285 -11.610 -25.356
H -16.926 -11.765 -26.674
C -11.031 -12.111 -21.958
N -11.589 -10.730 -21.796
O -10.819 -9.827 -21.656
O -12.823 -10.610 -21.817
H -9.991 -12.073 -22.283
H -11.576 -12.585 -22.774
H -11.185 -12.717 -21.066
C -23.476 -13.053 -18.744
N -22.770 -12.918 -20.072
O -22.019 -11.988 -20.282
O -23.056 -13.745 -20.970
H -23.792 -14.096 -18.736
H -24.385 -12.453 -18.711
H -22.818 -12.732 -17.937
C -18.452 -9.926 -18.654
N -16.968 -9.776 -18.791
O -16.335 -10.771 -18.451
O -16.483 -8.737 -19.272
H -18.795 -9.594 -19.634
H -18.790 -9.171 -17.944
H -18.751 -10.963 -18.504
C -15.323 -15.439 -19.908
N -15.536 -16.877 -19.772
O -14.875 -17.414 -18.929
O -16.286 -17.401 -20.586
H -14.340 -15.247 -20.339
H -15.530 -14.899 -18.984
H -16.098 -15.136 -20.611
C -19.952 -12.154 -22.563
O -18.830 -12.560 -21.815
C -17.723 -11.880 -21.847
O -17.514 -10.844 -22.469
O -16.800 -12.616 -21.188
C -15.460 -12.224 -21.049
H -20.027 -11.081 -22.391
H -20.793 -12.742 -22.197
H -19.839 -12.405 -23.618
H -14.808 -12.815 -21.693
H -15.237 -12.518 -20.023
H -15.170 -11.195 -21.263
C -23.148 -9.082 -19.221
O -22.559 -9.089 -20.510
C -21.459 -8.402 -20.721
O -20.819 -7.825 -19.858
O -21.069 -8.568 -22.013
C -19.985 -7.775 -22.465
H -22.976 -10.063 -18.777
H -24.214 -9.112 -19.447
H -22.949 -8.262 -18.532
H -19.629 -8.063 -23.454
H -19.108 -7.823 -21.819
H -20.280 -6.727 -22.515
*
```

The structure with the greatest stability is <Q>.

<P>
Here is a 3-piece molecular cluster, C4H16NO3 overall from OMol25. Energies are from wB97M-V/def2-TZVPD.

Computed properties:
* E_HOMO: -13.8205 eV
* orbital gap: 11.03 eV

```
! wB97M-V def2-TZVPD RIJCOSX def2/J DEFGRID3
* xyz 1 1
C 1.075 1.353 -1.580
C 0.249 0.312 -0.843
C -1.066 -0.090 -1.543
C -1.129 -1.581 -1.804
O -1.589 -2.137 -0.551
N -0.117 0.860 0.516
H 1.265 2.237 -0.965
H 0.692 1.703 -2.534
H 2.089 1.035 -1.855
H 0.858 -0.564 -0.674
H -1.881 0.077 -0.896
H -1.178 0.524 -2.435
H -1.765 -1.919 -2.614
H -0.150 -1.989 -1.950
H -1.831 -3.057 -0.698
H -0.576 1.770 0.507
H -0.629 0.133 1.009
H 0.701 0.954 1.135
H -0.384 -1.853 2.855
H 1.120 -1.638 2.541
O 0.239 -1.293 2.379
H 2.048 1.312 3.296
H 0.817 2.296 3.611
O 1.141 1.558 3.094
*
```

<Q>
Here is a 3-piece molecular cluster, C4H16NO3 overall from OMol25. Energies are from wB97M-V/def2-TZVPD.

Computed properties:
* E_HOMO: -14.6279 eV
* orbital gap: 11.95 eV

```
! wB97M-V def2-TZVPD RIJCOSX def2/J DEFGRID3
* xyz 1 1
O -0.882 -2.262 -0.206
C -1.591 -1.211 -0.847
C -0.736 0.037 -0.674
N 0.678 -0.343 -1.043
C 1.725 -0.314 0.038
C -1.260 1.254 -1.401
H -1.283 -3.106 -0.439
H -2.604 -1.067 -0.479
H -1.686 -1.396 -1.928
H -0.761 0.262 0.384
H 0.618 -1.285 -1.441
H 0.959 0.280 -1.796
H 2.549 0.308 -0.303
H 2.042 -1.326 0.206
H 1.345 0.144 0.942
H -0.444 1.966 -1.598
H -1.684 1.157 -2.408
H -1.977 1.731 -0.750
H 1.765 -1.782 3.469
H 3.156 -1.187 3.208
O 2.348 -1.477 2.769
H -0.058 3.531 1.237
H -1.396 3.151 1.901
O -0.823 2.934 1.160
*
```

<R>
Here is a 4-piece molecular cluster, C4H16NO3 overall from OMol25. Energies are from wB97M-V/def2-TZVPD.

Computed properties:
* E_HOMO: -14.7131 eV
* orbital gap: 10.44 eV

```
! wB97M-V def2-TZVPD RIJCOSX def2/J DEFGRID3
* xyz 1 1
C -0.792 -1.994 -0.772
C -2.099 -1.174 -0.785
C -1.987 0.254 -1.363
C -1.475 1.972 0.290
N -1.134 1.108 -0.572
H -0.467 -2.141 0.255
H 0.031 -1.705 -1.423
H -1.086 -2.971 -1.198
H -2.466 -1.136 0.264
H -2.755 -1.551 -1.564
H -2.934 0.716 -1.559
H -1.495 0.249 -2.365
H -2.512 2.155 0.667
H -0.733 2.592 0.743
H -0.145 1.066 -0.827
H 3.578 -0.518 0.253
H 2.482 -1.365 -0.123
O 2.892 -0.544 -0.433
H 1.929 -1.707 3.009
H 1.095 -0.400 3.126
O 1.780 -0.848 2.609
H 1.968 0.864 -0.020
H 1.832 2.342 0.526
O 1.335 1.539 0.350
*
```

The structure with the greatest stability is <P>.

<P>
Here is one molecule with the formula CHN5O2 from OMol25. Energies are from wB97M-V/def2-TZVPD.

Computed properties:
* structure (SMILES): O=[N+]([O-])c1nn[nH]n1
* E_HOMO: -11.6966 eV
* orbital gap: 10.93 eV

```
! wB97M-V def2-TZVPD RIJCOSX def2/J DEFGRID3
* xyz 0 1
O -0.920 0.220 2.368
N -0.009 -0.248 1.720
O 0.939 -0.775 2.117
C 0.074 -0.016 0.332
N 0.975 -0.703 -0.421
N 0.731 -0.481 -1.661
N -0.328 0.383 -1.606
N -0.810 0.716 -0.354
H -0.653 0.905 -2.496
*
```

<Q>
Here is one molecule with the formula CHN5O2 from OMol25. Energies are from wB97M-V/def2-TZVPD.

Computed properties:
* structure (SMILES): O=Nc1nnnn1O
* E_HOMO (spin up / spin down): -9.3527 / -8.9967 eV
* orbital gap (spin up / spin down): 7.26 / 7.54 eV

```
! wB97M-V def2-TZVPD RIJCOSX def2/J DEFGRID3
* xyz 0 1
O -2.263 -1.716 -0.026
N -1.353 -1.038 0.280
C -0.635 -0.141 -0.115
N -1.059 1.427 -0.048
N 0.019 1.992 0.159
N 1.101 1.368 0.190
N 0.685 0.094 0.205
O 1.551 -0.969 0.142
H 1.954 -1.016 -0.786
*
```

The structure with the greatest stability is <P>.

<P>
Here is C3H4OS3 as an isolated structure from OMol25. Energies are from wB97M-V/def2-TZVPD.

Computed properties:
* E_HOMO: -8.9847 eV
* orbital gap: 8.42 eV

```
! wB97M-V def2-TZVPD RIJCOSX def2/J DEFGRID3
* xyz 0 1
C -0.889 -0.444 -0.975
C 0.613 -0.694 -0.526
C 0.518 1.372 1.210
H -1.515 -1.185 0.736
H 0.732 -1.822 -0.448
H 1.467 -0.470 -1.222
H 0.368 1.906 0.196
O -1.826 -0.969 -0.207
S -1.107 0.208 -2.463
S 1.085 -0.165 1.169
S 0.553 2.263 2.529
*
```

<Q>
Here is one molecule with the formula C3H4OS3 from OMol25. Energies are from wB97M-V/def2-TZVPD.

Computed properties:
* structure (SMILES): S=C1SCOCS1
* E_HOMO: -8.8155 eV
* orbital gap: 8.45 eV

```
! wB97M-V def2-TZVPD RIJCOSX def2/J DEFGRID3
* xyz 0 1
S 1.500 1.783 -2.435
C 0.803 0.918 -1.255
S 1.690 -0.239 -0.303
C 0.363 -1.317 0.285
O -0.728 -0.776 1.062
C -1.024 0.532 0.821
S -0.926 1.077 -0.923
H -0.029 -1.845 -0.604
H 0.848 -2.039 0.917
H -2.092 0.681 1.009
H -0.405 1.225 1.427
*
```

The structure with the greatest stability is <Q>.

<P>
Here is H24O12 as an isolated structure from OMol25. Energies are from wB97M-V/def2-TZVPD.

Computed properties:
* E_HOMO: -7.8431 eV
* orbital gap: 7.33 eV

```
! wB97M-V def2-TZVPD RIJCOSX def2/J DEFGRID3
* xyz 0 1
H -0.034 -0.292 0.998
H 0.983 -0.471 -0.117
H -1.004 1.448 5.439
H -1.289 -0.025 5.196
H -1.770 -4.515 0.002
H -3.066 -3.728 0.093
H 0.311 -2.358 -1.560
H -0.010 -1.324 -2.627
H 1.660 0.570 2.414
H 1.009 1.614 3.307
H -1.628 -0.228 -2.463
H -2.654 0.622 -3.196
H 0.082 0.925 -3.124
H -0.876 2.086 -2.914
H 0.063 2.781 2.475
H 0.189 4.283 2.278
H -0.492 3.226 0.046
H -0.543 4.660 0.548
H -4.707 1.949 0.044
H -3.379 2.428 -0.518
H 2.940 -5.288 0.585
H 2.348 -3.933 0.232
H 5.333 0.052 -2.245
H 5.087 -1.303 -1.601
O 0.508 -0.960 0.564
O -0.596 0.639 5.111
O -2.710 -4.575 -0.198
O 0.113 -2.272 -2.499
O 0.823 0.792 2.838
O -1.800 0.191 -3.314
O -0.585 1.452 -3.579
O 0.478 3.441 1.908
O -1.093 3.971 0.157
O -3.779 2.062 0.279
O 3.071 -4.529 0.005
O 5.752 -0.610 -1.683
*
```

<Q>
Here is a 12-piece molecular cluster, H24O12 overall from OMol25. Energies are from wB97M-V/def2-TZVPD.

Computed properties:
* structure (SMILES): O.O.O.O.O.O.O.O.O.O.O.O
* E_HOMO: -11.2834 eV
* orbital gap: 11.26 eV

```
! wB97M-V def2-TZVPD RIJCOSX def2/J DEFGRID3
* xyz 0 1
O 15.335 17.837 -17.215
H 15.701 18.524 -17.772
H 16.065 17.565 -16.659
O 13.154 8.847 -10.982
H 13.704 8.085 -11.164
H 13.218 9.384 -11.772
O 11.361 11.376 -18.762
H 10.479 11.040 -18.923
H 11.577 11.072 -17.881
O 14.603 13.810 -9.773
H 14.182 13.418 -10.538
H 13.977 13.678 -9.061
O 12.999 13.084 -14.037
H 12.056 13.223 -13.949
H 13.336 13.918 -14.363
O 6.720 16.270 -14.276
H 6.243 17.095 -14.369
H 7.617 16.481 -14.536
O 15.873 19.822 -11.925
H 15.648 19.169 -12.588
H 16.830 19.834 -11.915
O 7.409 9.913 -14.328
H 7.245 8.972 -14.388
H 6.799 10.303 -14.953
O 9.235 11.332 -10.489
H 10.027 10.803 -10.590
H 8.812 11.297 -11.347
O 17.973 15.893 -13.882
H 18.748 16.450 -13.802
H 17.915 15.441 -13.040
O 10.937 18.175 -15.342
H 10.440 18.648 -16.010
H 11.829 18.141 -15.687
O 17.070 13.157 -18.923
H 17.058 13.630 -18.090
H 17.535 12.343 -18.729
*
```

<R>
Here is H24O12 as an isolated structure from OMol25. Energies are from wB97M-V/def2-TZVPD.

Computed properties:
* E_HOMO: -8.6042 eV
* orbital gap: 7.53 eV

```
! wB97M-V def2-TZVPD RIJCOSX def2/J DEFGRID3
* xyz 0 1
O -16.896 -20.183 16.779
H -16.493 -20.660 16.053
H -16.175 -20.016 17.385
O -20.044 -20.780 17.104
H -19.208 -20.315 17.058
H -20.704 -20.087 17.112
O -15.462 -19.541 18.194
H -16.076 -19.607 18.925
H -14.778 -20.179 18.397
O -19.155 -18.653 20.243
H -18.948 -18.866 19.333
H -18.324 -18.360 20.616
O -17.424 -17.273 17.416
H -16.654 -17.427 16.869
H -18.085 -17.876 17.076
O -18.644 -19.625 18.498
H -17.840 -19.429 18.016
H -18.600 -20.566 18.666
O -20.162 -18.449 17.710
H -19.374 -18.807 18.118
H -19.957 -18.419 16.775
O -18.516 -21.605 18.697
H -17.685 -21.995 18.967
H -19.160 -22.303 18.821
O -18.256 -20.775 21.415
H -19.065 -20.576 21.886
H -18.355 -20.335 20.571
O -18.276 -21.935 16.711
H -17.380 -21.631 16.566
H -18.549 -21.501 17.519
O -18.456 -19.106 16.391
H -18.235 -18.520 15.667
H -17.770 -19.773 16.378
O -16.657 -19.917 19.606
H -16.345 -20.760 19.934
H -16.813 -19.396 20.393
*
```

The structure with the greatest stability is <Q>.